(1)
This record from the Open Molecules 2025 dataset describes 12 unconnected molecules or ions with the total composition H24O12. The level of theory is ωB97M-V/def2-TZVPD.

Cartesian coordinates (Å):
O -5.837 25.375 -3.315
H -6.704 25.069 -3.597
H -5.848 25.291 -2.352
O -3.616 28.368 -3.320
H -3.328 27.664 -2.725
H -4.576 28.370 -3.253
O -2.297 27.782 3.060
H -1.905 28.468 2.512
H -1.843 26.969 2.805
O -3.729 29.311 0.875
H -3.142 29.873 0.351
H -4.613 29.543 0.569
O -2.069 23.871 0.002
H -2.771 23.238 -0.211
H -2.496 24.744 0.040
O -6.301 26.313 2.485
H -7.172 26.633 2.748
H -5.686 26.759 3.085
O -6.348 26.118 -0.406
H -6.027 26.137 0.515
H -7.306 26.158 -0.337
O -3.594 26.362 0.010
H -4.385 26.502 -0.531
H -3.915 26.414 0.919
O -4.748 22.682 0.223
H -4.631 23.207 1.044
H -5.453 22.064 0.437
O -1.430 28.213 -0.360
H -0.970 28.642 0.371
H -2.316 28.013 -0.018
O -4.385 24.097 2.591
H -5.317 24.336 2.709
H -4.116 23.720 3.437
O -0.752 25.727 -1.775
H -0.843 26.399 -1.086
H -1.448 25.105 -1.512

Forces on the atoms, in the same order (eV/Å):
O -0.062 0.061 0.123
H 0.070 -0.018 -0.020
H -0.027 -0.022 -0.055
O -0.089 0.076 0.283
H 0.126 0.048 -0.214
H 0.027 -0.156 -0.097
O 0.023 -0.326 0.047
H -0.182 0.010 0.015
H 0.030 0.100 0.041
O -0.077 0.318 -0.016
H -0.115 -0.037 -0.082
H 0.034 -0.015 0.010
O -0.040 0.064 -0.015
H 0.001 0.227 0.081
H -0.218 -0.433 0.062
O 0.041 0.077 0.273
H 0.046 -0.036 -0.058
H 0.039 -0.032 -0.137
O 0.143 0.047 0.291
H -0.513 -0.123 -0.239
H 0.036 0.046 -0.069
O -0.168 0.065 0.046
H 0.214 -0.096 -0.053
H 0.194 0.070 0.064
O -0.167 0.278 0.369
H 0.177 -0.383 -0.393
H 0.076 -0.079 -0.140
O 0.134 0.235 0.319
H 0.100 -0.075 -0.199
H 0.002 -0.234 -0.103
O -0.355 0.176 0.267
H 0.146 0.164 0.059
H 0.107 -0.053 -0.167
O -0.431 0.041 0.171
H 0.205 0.333 -0.220
H 0.471 -0.316 -0.242

Calculated values
SMILES ... O.O.O.O.O.O.O.O.O.O.O.O
Energy above the lowest of the compared OMol25 structures with the same formula, charge and spin ... 1.729 eV

(2)
This record from the Open Molecules 2025 dataset describes 12 unconnected molecules or ions with the total composition H24O12 at a distorted geometry. The level of theory is ωB97M-V/def2-TZVPD.

Cartesian coordinates (Å):
O -1.618 -2.454 1.740
H -0.997 -1.917 1.267
H -1.181 -2.895 2.454
O 1.663 1.327 -0.450
H 1.241 1.633 -1.321
H 1.944 2.175 -0.199
O -3.491 0.860 -2.109
H -2.867 0.155 -2.435
H -2.940 1.755 -1.815
O -1.735 2.914 -1.775
H -0.976 2.351 -2.155
H -1.496 3.805 -2.018
O 2.257 -0.148 2.739
H 3.279 0.179 2.755
H 1.885 0.616 2.692
O 2.954 -2.304 1.051
H 2.476 -1.604 1.539
H 2.333 -2.537 0.380
O -1.183 -0.829 -2.733
H -1.617 -1.396 -3.389
H -0.342 -0.997 -3.235
O -0.161 -0.411 0.214
H 0.568 0.171 0.054
H -0.797 -0.259 -0.710
O 0.522 -3.091 -0.724
H 0.276 -2.102 -0.985
H -0.315 -3.291 -0.284
O -3.806 0.208 0.500
H -3.962 0.915 1.223
H -3.544 0.587 -0.440
O 0.720 2.229 2.723
H 0.182 2.510 3.464
H 0.002 2.161 2.184
O 3.946 -0.048 -0.206
H 3.579 -0.875 0.177
H 3.199 0.606 -0.173

Forces on the atoms, in the same order (eV/Å):
O -1.339 -0.449 -0.391
H 0.776 0.734 -0.056
H 0.654 -0.226 0.495
O -1.856 0.441 -3.204
H 0.833 -1.319 1.439
H 0.958 1.980 1.554
O 2.124 1.954 0.680
H -0.605 1.575 0.606
H -1.644 -3.279 -1.632
O 2.243 -1.633 -0.619
H -1.893 1.248 0.798
H -0.125 0.605 -0.126
O 8.002 -6.148 0.497
H -3.420 -1.637 -0.088
H -4.575 7.722 -0.391
O 0.364 0.822 0.796
H 0.195 -0.329 0.284
H -0.963 -0.800 -0.940
O 1.584 -0.966 -1.991
H -1.434 -0.109 0.595
H 0.063 0.932 1.335
O -3.988 -0.263 -4.046
H 0.835 0.590 0.122
H 2.500 -0.702 4.164
O -1.022 3.226 -1.097
H 1.098 -2.917 0.926
H 0.050 -0.495 0.297
O 0.310 1.941 0.072
H 0.567 -1.543 -2.384
H -1.191 -0.598 2.551
O 2.043 0.661 2.218
H 0.677 0.218 1.260
H -2.767 -0.866 -3.592
O -0.788 0.851 0.176
H 0.393 0.226 -0.127
H 1.344 -1.449 -0.185

Calculated values
SMILES ... O.O.O.O.O.O.O.O.O.O.O.O
Energy above the lowest of the compared OMol25 structures with the same formula, charge and spin ... 4.601 eV

(3)
This record from the Open Molecules 2025 dataset describes 12 unconnected molecules or ions with the total composition H24O12 at a distorted geometry. The level of theory is ωB97M-V/def2-TZVPD.

Cartesian coordinates (Å):
O -3.076 2.622 -1.208
H -2.232 2.256 -1.083
H -3.038 3.566 -0.881
O 0.341 1.257 2.437
H 0.362 1.666 1.575
H 1.073 1.531 2.968
O 0.659 -0.891 3.894
H 0.066 -1.162 4.620
H 0.145 -0.256 3.405
O 0.321 -2.313 1.243
H 1.055 -2.613 0.735
H -0.392 -2.898 0.948
O -2.041 -0.001 -1.626
H -2.390 -0.322 -0.776
H -2.863 0.420 -1.946
O 1.348 0.354 -2.822
H 1.170 0.020 -1.976
H 0.848 -0.189 -3.410
O 2.297 2.041 -0.203
H 2.451 2.362 -1.096
H 1.513 1.499 -0.281
O -1.008 -0.504 -4.192
H -1.195 -1.420 -4.127
H -1.396 -0.226 -3.361
O -3.020 -0.719 0.703
H -3.893 -1.023 0.762
H -2.583 -0.969 1.535
O 0.288 0.083 -0.230
H -0.546 0.188 -0.729
H -0.062 -0.480 0.485
O 2.665 -0.516 1.795
H 2.103 -0.532 2.525
H 3.017 0.367 1.901
O 2.992 -0.943 -0.722
H 2.225 -1.244 -1.087
H 2.794 -1.013 0.224

Forces on the atoms, in the same order (eV/Å):
O -1.938 2.332 0.294
H 1.930 -0.592 0.308
H 0.030 -1.711 -0.602
O -1.294 -0.379 0.197
H 0.453 0.214 -0.333
H 0.701 0.635 0.132
O -0.300 -0.789 1.362
H 0.666 0.043 -0.407
H -0.375 0.587 -0.664
O -1.577 -0.083 0.392
H 1.255 -0.184 -0.580
H 0.127 0.099 0.180
O -1.312 0.379 -0.365
H 0.215 -0.428 0.302
H 0.630 0.174 -0.236
O 1.002 1.309 -1.247
H -0.201 -0.553 1.900
H -0.745 -0.397 -0.910
O 0.203 0.822 0.343
H 0.120 -0.108 -0.049
H -0.180 -0.623 -0.129
O 0.148 0.804 -0.209
H -0.134 -1.646 -0.431
H 0.074 0.573 0.389
O 2.075 0.346 0.699
H -2.032 -0.677 0.151
H -0.181 0.195 -0.425
O -1.580 -0.131 0.282
H 0.602 0.456 -0.463
H 1.088 -0.119 0.163
O 1.443 0.407 -0.664
H -1.879 -0.972 2.004
H 0.584 0.376 -0.781
O 3.049 0.416 1.354
H -3.042 -1.181 -2.031
H 0.375 0.409 0.073

Calculated values
SMILES ... O.O.O.O.O.O.O.O.O.O.O.O
Energy above the lowest of the compared OMol25 structures with the same formula, charge and spin ... 2.201 eV

(4)
This record from the Open Molecules 2025 dataset describes 12 unconnected molecules or ions with the total composition H24O12 at a distorted geometry. The level of theory is ωB97M-V/def2-TZVPD.

Cartesian coordinates (Å):
O 0.834 0.297 -0.180
H 0.674 -0.513 0.317
H 1.706 0.166 -0.569
O -1.105 0.339 -3.370
H -0.173 0.474 -3.167
H -1.104 0.033 -4.284
O 1.324 -3.130 -0.063
H 1.291 -2.189 -0.266
H 2.071 -3.214 0.540
O 0.220 1.123 2.667
H 0.773 1.271 3.442
H 0.638 1.650 1.977
O -3.737 -0.980 2.758
H -3.852 -1.910 2.534
H -2.832 -0.927 3.084
O 4.195 -0.299 2.324
H 4.572 -0.387 3.207
H 3.791 0.576 2.328
O -2.508 2.134 2.009
H -2.851 1.438 1.438
H -1.841 1.690 2.545
O -0.642 -2.735 3.126
H -1.065 -2.971 3.959
H -0.151 -3.527 2.879
O 2.131 2.196 -0.480
H 2.085 2.115 0.479
H 3.024 2.517 -0.646
O -1.702 1.985 -4.329
H -1.647 1.912 -3.370
H -2.345 2.689 -4.474
O -2.342 -3.712 -2.246
H -1.624 -4.279 -2.549
H -1.898 -2.907 -1.955
O 2.667 2.858 -2.609
H 2.927 3.588 -2.036
H 3.152 2.102 -2.261

Forces on the atoms, in the same order (eV/Å):
O -0.289 -1.252 0.224
H -0.411 0.123 0.260
H -0.112 0.328 -0.042
O 2.082 -4.453 2.203
H 0.042 -0.209 0.170
H -0.179 0.263 0.208
O 0.078 0.114 0.111
H -0.008 -0.217 -0.138
H -0.010 -0.018 -0.047
O 0.334 0.087 0.243
H -0.159 -0.083 0.070
H -0.376 -0.115 -0.180
O 0.068 -0.099 0.066
H 0.020 0.091 -0.059
H -0.001 -0.001 -0.093
O -0.053 0.157 0.074
H 0.006 -0.062 -0.079
H 0.036 -0.125 -0.015
O -0.057 -0.044 -0.045
H -0.074 0.033 0.088
H 0.150 0.045 -0.086
O -0.042 -0.086 0.174
H 0.041 0.028 -0.035
H -0.058 0.087 -0.136
O 0.821 0.489 1.400
H -0.107 -0.156 -0.045
H -0.233 0.113 0.596
O -1.814 3.936 -1.578
H -0.175 0.083 -0.528
H 0.037 0.366 -0.414
O 0.177 -0.025 -0.016
H -0.091 0.035 0.047
H -0.086 0.020 -0.032
O 0.855 0.381 -1.297
H -0.243 0.158 -0.445
H -0.166 0.010 -0.625

Calculated values
SMILES ... O.O.O.O.O.O.O.O.O.O.O.O
Energy above the lowest of the compared OMol25 structures with the same formula, charge and spin ... 5.138 eV

(5)
This record from the Open Molecules 2025 dataset describes 12 unconnected molecules or ions with the total composition H24O12. The level of theory is ωB97M-V/def2-TZVPD.

Cartesian coordinates (Å):
O 0.080 0.111 0.065
H 0.771 -0.249 -0.502
H -0.237 0.885 -0.415
O -4.828 -0.874 1.513
H -5.035 -0.753 0.579
H -3.879 -1.038 1.523
O 2.464 -2.468 -2.653
H 1.531 -2.699 -2.717
H 2.706 -2.715 -1.754
O -2.281 -3.811 -1.701
H -1.675 -3.983 -0.972
H -1.862 -4.236 -2.459
O 4.237 0.050 2.217
H 4.956 0.577 2.583
H 3.895 0.589 1.495
O 1.978 -0.145 -1.717
H 1.467 -0.844 -2.140
H 2.823 -0.562 -1.512
O -2.490 3.631 -1.489
H -2.973 4.139 -2.152
H -1.604 3.548 -1.858
O 5.159 0.436 -1.157
H 4.764 -0.047 -0.422
H 4.620 0.188 -1.916
O 0.912 1.420 3.183
H 1.530 0.848 3.651
H 1.268 2.306 3.312
O -0.891 -3.518 3.047
H -0.993 -3.077 2.197
H -1.683 -4.062 3.126
O -0.344 4.431 0.162
H 0.559 4.234 0.436
H -0.238 4.915 -0.665
O -4.314 0.900 -1.092
H -4.735 0.168 -1.556
H -3.440 0.562 -0.866

Forces on the atoms, in the same order (eV/Å):
O -0.764 -0.184 0.240
H 0.152 0.444 0.191
H 0.062 0.001 0.192
O 0.094 -0.278 -0.061
H 0.001 0.227 0.138
H -0.082 0.099 0.083
O -0.033 -0.605 -0.084
H 0.058 -0.335 -0.156
H 0.044 -0.288 -0.043
O 0.266 -0.015 -0.029
H -0.122 0.007 0.002
H -0.141 -0.003 0.021
O 0.085 0.070 -0.190
H -0.002 -0.082 -0.012
H -0.186 0.107 0.177
O 0.120 0.556 0.142
H 0.515 0.241 -0.273
H -0.330 0.061 -0.216
O 0.053 0.137 -0.355
H -0.103 -0.137 0.060
H -0.084 -0.058 0.163
O -0.283 -0.187 0.037
H 0.264 -0.027 0.148
H 0.192 0.212 -0.162
O 0.202 0.150 0.092
H -0.041 -0.055 -0.088
H -0.110 -0.071 0.021
O -0.122 -0.119 -0.214
H 0.062 0.115 0.137
H 0.059 0.045 0.082
O 0.371 -0.042 -0.096
H -0.051 -0.006 0.055
H -0.104 0.079 0.153
O -0.119 -0.373 -0.046
H 0.025 0.101 -0.121
H 0.050 0.210 0.011

Calculated values
SMILES ... O.O.O.O.O.O.O.O.O.O.O.O
Energy above the lowest of the compared OMol25 structures with the same formula, charge and spin ... 3.612 eV

(6)
This record from the Open Molecules 2025 dataset describes 12 unconnected molecules or ions with the total composition H24O12. The level of theory is ωB97M-V/def2-TZVPD.

Cartesian coordinates (Å):
O -0.685 0.298 -2.958
H 0.045 0.808 -3.349
H -1.309 0.977 -2.669
O -1.547 2.755 -1.446
H -2.196 3.318 -1.017
H -1.312 2.099 -0.773
O 1.922 -1.087 1.969
H 1.247 -0.803 1.337
H 1.725 -2.017 2.132
O 2.286 1.682 1.073
H 1.427 2.103 1.129
H 2.250 1.141 0.277
O -0.367 1.269 2.806
H -0.462 2.125 2.381
H -0.833 0.660 2.228
O -2.016 -2.402 -0.010
H -2.207 -2.957 -0.774
H -2.886 -2.171 0.329
O 3.044 0.220 -1.334
H 3.205 -0.713 -1.503
H 3.904 0.585 -1.095
O 1.844 1.558 -3.470
H 1.911 2.484 -3.221
H 2.286 1.069 -2.755
O -0.052 -0.101 -0.215
H -0.870 -0.582 -0.043
H 0.040 -0.160 -1.179
O -2.605 1.074 0.651
H -3.156 0.313 0.857
H -3.213 1.819 0.701
O -1.122 -1.712 2.960
H -1.477 -1.570 2.077
H -1.869 -1.577 3.551
O 0.915 -3.590 0.817
H 0.403 -3.093 0.172
H 1.732 -3.821 0.365

Forces on the atoms, in the same order (eV/Å):
O -0.060 -0.031 -0.001
H 0.161 -0.005 0.020
H 0.014 0.037 -0.050
O 0.125 -0.103 0.062
H -0.012 0.091 -0.109
H 0.057 -0.069 -0.037
O 0.239 -0.174 -0.055
H 0.127 0.095 0.145
H -0.188 0.101 -0.090
O 0.364 0.455 -0.193
H -0.091 -0.175 0.082
H -0.172 -0.195 0.081
O -0.035 0.295 0.249
H -0.099 0.017 0.011
H 0.103 -0.050 -0.051
O -0.183 0.200 0.051
H 0.113 0.007 -0.074
H -0.079 -0.191 -0.006
O 0.168 -0.016 -0.185
H -0.059 -0.064 0.145
H 0.001 0.014 0.092
O -0.097 -0.018 -0.144
H -0.043 0.027 0.006
H 0.023 0.077 0.038
O 0.126 -0.082 0.231
H 0.054 -0.052 -0.182
H -0.156 0.152 -0.218
O -0.221 -0.054 0.080
H -0.063 0.009 0.007
H -0.041 0.008 0.086
O -0.235 0.078 -0.052
H 0.143 -0.285 -0.042
H 0.069 0.046 0.104
O -0.043 -0.297 -0.076
H -0.041 0.121 0.079
H 0.031 0.032 -0.004

Calculated values
SMILES ... O.O.O.O.O.O.O.O.O.O.O.O
Energy above the lowest of the compared OMol25 structures with the same formula, charge and spin ... 1.926 eV

Record order is preserved below.
Frontier orbital gap: 0.3331; 0.3305; 0.3434; 0.3427; 0.3783; 0.3307 hartree